Entry 1:
This record from the Open Molecules 2025 dataset describes C54H50FeN8O2P2Se2 as an isolated structure in a non-equilibrium geometry. The level of theory is the ωB97M-V functional and the def2-TZVPD basis.

Calculated values
**Gap between HOMO and LUMO (spin up / spin down)**: 5.758 / 5.977 eV
**Multiplicity**: 6
**Net charge**: -1
**Energy**: -256481.639 eV

Structure (XYZ):
```
119
Properties=species:S:1:pos:R:3:mulliken_spin:R:1
Fe -0.104 0.082 -0.160 3.45
C 2.398 3.280 -0.068 -0.02
C 2.615 2.576 -1.377 0.01
C 2.955 3.316 -2.498 0.00
C 3.119 2.716 -3.735 0.01
C 2.987 1.344 -3.844 0.00
C 2.667 0.566 -2.742 0.04
C 2.623 -0.925 -2.882 0.00
C 2.431 1.184 -1.499 -0.12
N 1.976 0.453 -0.406 0.34
C 2.769 0.200 0.637 0.23
C 4.260 0.392 0.546 0.01
C 2.193 -0.269 1.821 0.31
C 3.081 -0.667 2.971 -0.03
N 0.866 -0.375 1.890 0.32
C 0.243 -0.772 3.069 -0.15
C 0.026 0.132 4.125 0.00
C 0.687 1.479 4.166 0.00
C -0.753 -0.239 5.210 0.00
C -1.291 -1.506 5.309 0.01
C -0.972 -2.438 4.340 0.00
C -0.211 -2.096 3.236 0.05
C 0.177 -3.175 2.274 0.01
H 3.341 3.652 0.335 0.00
H 1.942 2.607 0.653 0.01
H 1.733 4.128 -0.219 0.00
H 3.060 4.388 -2.404 0.00
H 3.355 3.311 -4.605 0.00
H 3.116 0.861 -4.803 0.00
H 3.407 -1.268 -3.556 0.00
H 1.666 -1.236 -3.304 0.00
H 2.742 -1.408 -1.916 0.01
H 4.541 0.674 -0.466 0.01
H 4.788 -0.523 0.816 0.00
H 4.591 1.178 1.228 0.00
H 3.797 -1.424 2.652 0.00
H 2.477 -1.076 3.776 0.01
H 3.645 0.186 3.348 0.00
H -0.036 2.255 4.414 0.00
H 1.173 1.706 3.223 0.01
H 1.449 1.477 4.949 0.00
H -0.919 0.475 6.006 0.00
H -1.911 -1.786 6.148 0.00
H -1.312 -3.458 4.448 0.00
H 0.203 -4.144 2.772 0.00
H 1.151 -2.973 1.838 0.01
H -0.543 -3.254 1.460 -0.01
Se -5.713 -4.145 0.042 0.00
P -5.010 -2.851 1.547 0.00
C -4.788 -3.809 3.074 0.00
C -5.900 -4.056 3.870 0.00
C -5.794 -4.889 4.967 0.00
C -4.583 -5.498 5.258 0.00
C -3.480 -5.268 4.453 0.00
C -3.580 -4.430 3.357 0.00
C -6.188 -1.526 2.000 0.00
C -6.040 -0.856 3.212 0.00
C -6.843 0.232 3.494 0.00
C -7.808 0.643 2.586 0.00
C -7.978 -0.046 1.397 0.00
C -7.164 -1.127 1.098 0.00
C -3.502 -1.910 1.313 0.00
C -2.438 -1.673 0.431 0.02
N -1.795 -0.602 0.933 0.05
N -2.395 -0.219 2.030 0.01
N -3.409 -0.979 2.284 0.01
P -1.709 -2.299 -1.093 0.05
Se -0.975 -0.742 -2.454 0.14
C -3.292 -2.639 -2.020 0.04
C -4.243 -1.623 -2.025 0.01
C -5.404 -1.757 -2.759 0.00
C -5.620 -2.904 -3.506 0.00
C -4.668 -3.908 -3.519 0.00
C -3.504 -3.778 -2.783 0.00
C -1.166 -4.055 -0.960 0.00
C -0.098 -4.547 -1.697 0.00
C 0.315 -5.855 -1.512 0.00
C -0.318 -6.665 -0.581 0.00
C -1.391 -6.173 0.147 0.00
C -1.820 -4.874 -0.048 0.01
H -6.847 -3.594 3.619 0.00
H -6.655 -5.067 5.596 0.00
H -4.502 -6.164 6.106 0.00
H -2.537 -5.744 4.680 0.00
H -2.724 -4.250 2.723 0.00
H -5.276 -1.171 3.907 0.00
H -6.707 0.775 4.418 0.00
H -8.431 1.498 2.809 0.00
H -8.736 0.269 0.694 0.00
H -7.278 -1.665 0.165 0.00
H -4.056 -0.722 -1.450 0.00
H -6.141 -0.966 -2.757 0.00
H -6.524 -3.006 -4.090 0.00
H -4.833 -4.798 -4.110 0.00
H -2.765 -4.568 -2.795 0.00
H 0.398 -3.911 -2.418 0.00
H 1.140 -6.241 -2.094 0.00
H 0.022 -7.682 -0.432 0.00
H -1.900 -6.795 0.870 0.00
H -2.684 -4.493 0.481 0.00
O 1.207 -2.417 -0.536 0.08
C 0.228 -1.798 -0.360 -0.14
C -3.749 2.060 0.281 0.00
O -2.564 1.790 -0.430 0.01
C -1.350 2.038 0.174 -0.06
C -1.255 2.486 1.589 0.01
H -3.828 1.464 1.193 0.00
H -4.569 1.794 -0.387 0.00
H -3.818 3.123 0.536 0.00
H -1.571 1.678 2.253 0.00
H -1.888 3.356 1.771 0.00
H -0.221 2.743 1.790 0.00
N -0.330 2.174 -0.620 0.04
C -0.247 1.898 -1.878 0.22
C -0.182 2.626 -3.012 -0.09
C 0.009 2.074 -4.290 0.04
N 0.138 1.691 -5.366 -0.01
C -0.282 4.030 -2.938 0.02
N -0.364 5.172 -2.823 0.00
```



Entry 2:
This record from the Open Molecules 2025 dataset describes one molecule with the formula C6H9NO3S in a non-equilibrium geometry. The level of theory is the ωB97M-V functional and the def2-TZVPD basis.

Calculated values
**Gap between HOMO and LUMO**: 8.784 eV
**SMILES string**: CSC[C@H]1C(=O)[C@@]1(N)C(=O)O
**Net charge**: 0
**Energy**: -24833.164 eV
**Energy relative to the best compared isomer or geometry (same formula, charge and spin)**: 254.6 kJ/mol

Structure (XYZ):
```
20
Properties=species:S:1:pos:R:3:mulliken_charge:R:1
C -3.021 -0.103 -0.434 -0.69
S -1.621 1.031 -0.966 -0.10
C -0.766 1.209 0.681 -0.86
C 0.632 1.098 0.570 -0.26
C 1.491 0.245 1.426 0.17
O 2.246 0.255 2.330 -0.50
C 1.293 -0.219 0.007 1.14
N 2.505 -0.313 -0.816 -0.77
C 0.373 -1.366 -0.204 0.14
O -0.654 -1.592 0.405 -0.56
O 0.931 -2.329 -1.012 -0.51
H -2.810 -0.285 0.645 0.21
H -2.926 -0.901 -1.079 0.25
H -3.945 0.428 -0.606 0.35
H -1.139 2.103 1.058 0.56
H -1.108 0.348 1.324 0.27
H 1.169 2.088 0.218 0.26
H 3.180 0.098 -0.223 0.28
H 2.535 0.078 -1.742 0.23
H 1.635 -1.871 -1.581 0.38
```



Entry 3:
This record from the Open Molecules 2025 dataset describes C38H33N11S2V as an isolated structure. The level of theory is the ωB97M-V functional and the def2-TZVPD basis.

Calculated values
**Gap between HOMO and LUMO (spin up / spin down)**: 6.434 / 7.165 eV
**Multiplicity**: 4
**Net charge**: 0
**Energy**: -103692.929 eV
**Energy relative to the best compared isomer or geometry (same formula, charge and spin)**: 77.8 kJ/mol

Structure (XYZ):
```
85
Properties=species:S:1:pos:R:3:mulliken_spin:R:1
V 0.718 -0.102 -0.561 3.00
N -2.347 -2.540 -2.822 0.00
C -1.209 -2.292 -2.067 0.00
S 0.284 -1.977 -2.879 0.00
N -1.367 -2.299 -0.774 0.02
N -0.159 -1.957 -0.180 -0.14
C 0.492 -2.856 0.457 0.01
C -0.004 -4.235 0.686 0.01
C 0.648 -5.320 0.111 0.01
C 0.182 -6.608 0.329 0.00
C -0.931 -6.817 1.130 0.00
C -1.582 -5.735 1.709 0.00
C -1.124 -4.447 1.484 0.01
C 1.843 -2.458 0.889 0.10
C 2.605 -3.224 1.761 0.00
C 3.884 -2.802 2.080 0.01
C 4.364 -1.632 1.515 0.00
C 3.537 -0.919 0.665 0.02
N 2.307 -1.315 0.352 0.03
H -2.135 -2.882 -3.745 0.00
H -3.043 -3.083 -2.330 0.00
H 1.509 -5.149 -0.524 0.00
H 0.687 -7.449 -0.130 0.00
H -1.292 -7.823 1.305 0.00
H -2.449 -5.896 2.336 0.00
H -1.626 -3.595 1.925 0.00
H 2.189 -4.128 2.183 0.00
H 4.494 -3.377 2.764 0.00
H 5.357 -1.265 1.732 0.00
H 3.866 0.014 0.224 0.00
C 2.504 0.386 -5.025 0.00
N 1.885 1.610 -4.543 0.00
C 1.179 2.517 -5.307 0.00
C 0.686 3.444 -4.468 0.00
N 1.105 3.107 -3.190 0.00
C 1.837 1.958 -3.235 0.03
S 2.544 1.042 -2.006 0.01
C 0.749 3.858 -2.028 0.01
C -0.557 4.307 -1.903 -0.01
C -0.860 5.070 -0.790 0.00
C 0.134 5.323 0.141 0.00
C 1.396 4.802 -0.084 0.00
N 1.713 4.095 -1.166 0.00
H 2.331 0.319 -6.097 0.00
H 2.060 -0.470 -4.520 0.00
H 3.572 0.401 -4.819 0.00
H 1.102 2.426 -6.375 0.00
H 0.114 4.333 -4.658 0.00
H -1.311 4.031 -2.629 0.00
H -1.867 5.430 -0.635 0.00
H -0.068 5.891 1.038 0.00
H 2.195 4.960 0.630 0.00
N -3.139 1.360 -1.925 0.00
C -2.594 1.077 -3.151 0.00
C -1.284 0.823 -2.912 0.05
N -1.013 0.935 -1.564 -0.11
C -2.156 1.287 -0.996 -0.01
C -2.428 1.659 0.392 0.07
N -1.889 2.656 1.041 0.00
C -2.532 2.698 2.252 0.00
C -3.483 1.725 2.319 0.00
N -3.429 1.074 1.114 0.00
H -4.083 1.650 -1.741 0.00
H -3.177 1.049 -4.053 0.00
H -0.535 0.491 -3.604 0.00
H -2.258 3.413 3.009 0.00
H -4.151 1.422 3.105 0.00
H -3.875 0.200 0.892 0.00
C -1.587 -0.399 4.868 -0.01
C -1.821 -1.005 3.617 0.01
C -1.096 -0.625 2.521 0.09
C -0.080 0.367 2.587 -0.08
C 0.689 0.743 1.425 -0.17
C 1.643 1.721 1.643 -0.01
C 1.855 2.348 2.892 -0.02
C 1.122 1.985 3.983 0.04
C 0.137 0.975 3.856 -0.02
C -0.634 0.573 4.976 0.01
H -2.162 -0.701 5.736 0.00
H -2.589 -1.766 3.525 0.00
H -1.305 -1.075 1.564 0.02
H 2.256 2.060 0.809 0.00
H 2.617 3.116 2.986 0.00
H 1.286 2.445 4.951 0.00
H -0.446 1.050 5.932 0.00
```